{
  "formula": "C45H41N7O7P3S3Tl",
  "method": "the ωB97M-V functional and the def2-TZVPD basis",
  "de_lowest_kcal_mol": 0.00,
  "mol_weight_g_mol": 1185.4,
  "spin_multiplicity": 1,
  "gap_ev": 5.051,
  "homo_ev": -1.684,
  "charge": -2,
  "elements": ["Tl", "N", "C", "C", "C", "C", "C", "C", "N", "C", "C", "C", "S", "C", "N", "H", "H", "H", "H", "H", "H", "H", "O", "P", "O", "O", "O", "P", "O", "O", "O", "H", "H", "C", "C", "C", "C", "C", "C", "P", "C", "C", "C", "C", "C", "C", "C", "C", "C", "C", "C", "C", "C", "C", "C", "C", "H", "H", "H", "H", "H", "H", "H", "H", "H", "H", "H", "H", "H", "H", "H", "H", "C", "C", "C", "C", "N", "C", "S", "N", "C", "H", "H", "H", "H", "H", "H", "H", "H", "N", "C", "S", "N", "C", "C", "C", "C", "C", "C", "H", "H", "H", "H", "H", "H", "H", "H"],
  "positions_angstrom": [[-0.563, -0.377, 0.275], [0.249, 0.049, -4.747], [0.144, -1.302, -4.958], [0.218, -2.082, -6.102], [0.031, -3.446, -5.944], [-0.195, -4.004, -4.683], [-0.266, -3.228, -3.542], [-0.101, -1.851, -3.680], [-0.141, -0.848, -2.746], [0.065, 0.263, -3.395], [0.104, 1.588, -2.815], [0.260, 2.764, -3.502], [0.247, 4.098, -2.425], [0.026, 2.983, -1.104], [-0.021, 1.757, -1.461], [0.448, 0.754, -5.433], [0.422, -1.650, -7.073], [0.066, -4.089, -6.814], [-0.320, -5.077, -4.595], [-0.433, -3.658, -2.565], [0.355, 2.913, -4.564], [-0.070, 3.299, -0.076], [-3.029, -0.243, 2.851], [-1.812, -0.074, 3.942], [-2.344, -0.445, 5.296], [-0.628, -0.832, 3.462], [-1.575, 1.533, 3.924], [-1.347, 2.533, 2.642], [-2.918, 2.542, 2.077], [-0.988, 3.857, 3.179], [-0.536, 1.946, 1.518], [-3.172, 0.649, 2.479], [-2.859, 2.467, 1.115], [5.559, 3.720, -1.871], [5.476, 3.648, -0.488], [4.568, 2.793, 0.118], [3.715, 2.000, -0.650], [3.796, 2.101, -2.039], [4.709, 2.947, -2.648], [2.519, 0.721, -0.019], [2.432, 1.195, 1.744], [2.386, 0.208, 2.722], [2.220, 0.559, 4.052], [2.079, 1.887, 4.415], [2.095, 2.875, 3.441], [2.265, 2.530, 2.114], [3.735, -0.651, 0.092], [5.097, -0.546, 0.214], [5.889, -1.710, 0.233], [5.324, -2.945, 0.067], [3.926, -3.090, -0.074], [3.292, -4.333, -0.280], [1.926, -4.406, -0.319], [1.134, -3.250, -0.155], [1.690, -1.998, -0.032], [3.109, -1.923, -0.005], [6.284, 4.374, -2.341], [6.140, 4.248, 0.124], [4.528, 2.732, 1.197], [3.134, 1.486, -2.639], [4.769, 2.997, -3.729], [2.436, -0.834, 2.437], [2.178, -0.210, 4.813], [1.924, 2.153, 5.453], [1.950, 3.910, 3.716], [2.234, 3.298, 1.352], [5.573, 0.423, 0.292], [6.963, -1.618, 0.356], [5.950, -3.833, 0.041], [3.903, -5.225, -0.386], [1.442, -5.367, -0.474], [0.053, -3.373, -0.115], [-3.660, -3.644, -1.716], [-3.515, -2.357, -2.446], [-3.564, -2.249, -3.811], [-3.487, -0.964, -4.380], [-3.386, 0.125, -3.647], [-3.350, 0.032, -2.306], [-3.340, 1.361, -1.316], [-3.395, -1.228, -1.720], [-3.543, -0.761, -5.864], [-3.460, -4.480, -2.382], [-4.678, -3.752, -1.335], [-2.994, -3.697, -0.853], [-3.659, -3.131, -4.426], [-3.268, -1.272, -0.712], [-4.171, -1.513, -6.342], [-2.539, -0.839, -6.284], [-3.929, 0.232, -6.081], [-3.755, -2.629, 4.419], [-2.733, -3.440, 4.060], [-3.006, -4.671, 2.954], [-1.593, -3.212, 4.757], [-0.319, -3.780, 4.637], [0.752, -2.993, 5.068], [2.041, -3.484, 5.034], [2.288, -4.778, 4.596], [1.228, -5.562, 4.177], [-0.071, -5.076, 4.191], [-4.530, -2.593, 3.781], [-3.467, -1.728, 4.826], [-1.581, -2.269, 5.162], [0.546, -1.978, 5.376], [2.869, -2.852, 5.329], [3.301, -5.160, 4.574], [1.405, -6.567, 3.816], [-0.884, -5.690, 3.846]],
  "forces_ev_per_angstrom": [[0.2, -0.6, 0.4], [0.0, 0.3, 0.2], [-0.1, -0.3, 0.2], [0.0, 0.0, -0.1], [0.0, 0.1, -0.1], [-0.1, -0.2, 0.1], [0.0, 0.1, 0.0], [0.1, 0.0, -0.6], [-0.2, 0.4, 0.4], [0.0, -0.6, -0.3], [0.1, 1.2, 0.1], [0.0, -0.1, 0.2], [0.0, -0.5, 0.1], [0.1, 0.6, -0.3], [-0.2, -0.6, -0.2], [0.0, 0.0, 0.0], [0.0, 0.0, 0.0], [0.0, 0.0, 0.0], [0.0, 0.0, 0.0], [0.0, 0.0, 0.1], [0.0, 0.0, -0.1], [0.0, 0.0, 0.2], [0.3, 0.7, 0.2], [0.1, -0.1, -0.5], [0.0, 0.1, 0.2], [0.0, 0.3, -0.2], [0.2, 0.1, -0.7], [-0.3, 0.1, 0.2], [0.4, -0.2, 0.1], [0.0, 0.2, 0.1], [-0.3, -0.3, 0.3], [-0.3, -0.2, -0.1], [-0.1, -0.1, 0.0], [0.0, 0.1, 0.0], [0.1, 0.0, 0.0], [0.1, 0.0, -0.1], [-0.1, 0.0, 0.1], [0.0, 0.0, 0.1], [0.1, 0.0, -0.1], [0.8, 0.4, 0.1], [-0.1, 0.0, 0.0], [0.0, 0.1, 0.0], [0.0, 0.0, 0.1], [0.0, 0.0, 0.1], [0.1, 0.1, 0.0], [-0.1, -0.1, 0.1], [-0.1, -0.1, -0.1], [-0.2, 0.1, 0.0], [0.1, -0.1, -0.1], [0.1, 0.0, 0.0], [-0.1, 0.4, 0.0], [0.0, -0.3, 0.0], [0.0, -0.2, -0.1], [0.4, 0.2, 0.0], [-0.8, 0.4, 0.3], [0.1, -0.5, -0.2], [0.0, 0.0, 0.0], [0.0, 0.0, 0.0], [0.0, 0.0, 0.0], [0.0, 0.0, -0.1], [0.0, 0.0, 0.0], [0.0, -0.1, 0.0], [-0.1, -0.1, 0.0], [0.0, 0.0, 0.0], [-0.1, 0.0, 0.0], [0.0, 0.1, 0.0], [0.0, 0.0, 0.0], [0.0, 0.0, 0.0], [0.0, 0.0, 0.0], [0.0, 0.0, 0.0], [0.0, -0.1, 0.0], [-0.1, 0.0, 0.0], [0.1, -0.2, 0.2], [-0.1, 0.2, -0.1], [-0.1, -0.2, 0.0], [0.0, 0.3, 0.4], [0.1, -0.2, -0.8], [-0.2, 0.2, 1.0], [0.0, 0.2, 0.0], [0.1, -0.2, -0.6], [0.0, -0.1, 0.0], [0.0, 0.0, 0.0], [0.0, 0.1, 0.0], [0.0, 0.0, 0.0], [0.0, 0.0, 0.0], [0.0, 0.1, 0.0], [0.0, 0.0, 0.0], [0.0, -0.1, 0.0], [0.0, 0.0, 0.0], [0.3, 0.3, 0.1], [-0.3, -0.4, 0.4], [-0.1, -0.3, -0.5], [-0.3, 0.3, -0.1], [0.1, -0.2, 0.0], [-0.1, 0.1, -0.1], [0.0, 0.0, 0.0], [0.1, -0.1, 0.0], [0.0, 0.0, 0.0], [-0.1, 0.0, 0.0], [0.1, -0.2, -0.1], [-0.2, -0.1, 0.1], [0.0, -0.2, 0.1], [0.0, 0.1, 0.0], [0.0, 0.1, 0.0], [0.0, 0.0, -0.1], [0.0, 0.0, 0.0], [0.0, 0.0, 0.0]],
  "mulliken_charge": [1.2996, 0.1796, 0.2756, -1.0949, -0.4716, -1.0792, -0.5641, -0.0515, 1.1681, 0.1344, -1.4822, -0.1248, -0.3021, -0.6079, 1.2433, 0.2071, 0.4321, 0.4089, 0.4401, 0.7563, 0.3824, 0.1689, -0.3457, 0.0522, -1.0035, 0.1612, -0.4064, 0.1476, -0.7257, -0.8868, 0.0152, 0.3942, 0.3219, -0.6100, -0.6538, -0.3019, 0.1084, -0.1841, -0.7347, 1.3170, 0.7759, -0.6556, -0.1983, -0.6058, -1.0406, -0.4273, 0.2407, -0.4014, -0.9245, -0.8942, 1.0501, -1.1135, -0.8664, -0.7172, 0.5146, -0.7659, 0.3428, 0.4078, 0.4613, 0.2325, 0.3917, 0.1877, 0.1887, 0.3441, 0.2519, 0.4246, 0.4019, 0.3917, 0.3380, 0.2915, 0.4543, 0.5958, -1.5861, 1.1862, -1.0096, 1.1700, -0.4458, -0.0583, -0.4003, 0.2625, -1.2777, 0.3701, 0.4033, 0.3499, 0.3703, 0.0343, 0.3910, 0.1420, 0.3803, -0.4926, 0.3156, -0.5407, -0.2623, 0.5641, -0.1271, -0.5235, -0.4925, -0.6589, -0.2863, 0.2293, 0.4158, 0.4283, 0.1556, 0.3305, 0.3680, 0.3506, 0.2842]
}